No. 1
The following is a DFT calculation (ωB97M-V with the def2-TZVPD basis set) of C41H47Br2Cl2N2OP2STi as an isolated structure.

XYZ file:
```
99
Properties=species:S:1:pos:R:3
Ti -0.730 -1.022 -0.266
C -0.702 1.919 -3.646
C -0.324 2.325 -2.222
C -0.051 3.818 -2.072
P -1.460 1.520 -1.002
C -3.178 2.077 -1.448
C -4.185 1.742 -0.345
C -3.381 3.516 -1.931
C -0.936 2.263 0.566
C -1.399 3.467 1.089
C -0.853 4.046 2.224
C -1.404 5.319 2.806
C 0.231 3.393 2.803
C 0.711 2.194 2.314
C 0.108 1.561 1.213
N 0.527 0.335 0.696
C 1.555 -0.378 1.353
C 1.472 -0.719 2.707
C 2.438 -1.511 3.288
C 3.521 -1.999 2.554
C 4.555 -2.895 3.183
C 3.596 -1.670 1.212
C 2.624 -0.871 0.600
P 2.722 -0.415 -1.146
C 3.119 1.380 -1.061
C 3.102 2.112 -2.403
C 4.412 1.647 -0.291
C 4.150 -1.332 -1.834
C 4.510 -0.851 -3.241
C 3.834 -2.840 -1.860
H 0.097 2.196 -4.339
H -0.849 0.840 -3.721
H -1.616 2.413 -3.984
H 0.602 1.797 -1.987
H -0.922 4.435 -2.293
H 0.281 4.060 -1.061
H 0.741 4.110 -2.768
H -3.398 1.419 -2.298
H -3.943 2.251 0.590
H -5.182 2.065 -0.655
H -4.229 0.676 -0.147
H -3.137 4.255 -1.169
H -2.794 3.744 -2.817
H -4.434 3.653 -2.191
H -2.213 3.980 0.592
H -2.124 5.780 2.128
H -1.914 5.133 3.754
H -0.613 6.047 2.999
H 0.709 3.824 3.677
H 1.545 1.725 2.813
H 0.597 -0.438 3.288
H 2.320 -1.790 4.329
H 4.369 -3.012 4.250
H 4.540 -3.889 2.731
H 5.563 -2.492 3.059
H 4.425 -2.062 0.635
H 2.274 1.738 -0.459
H 4.059 2.019 -2.917
H 2.321 1.736 -3.065
H 2.926 3.176 -2.233
H 5.283 1.319 -0.864
H 4.518 2.720 -0.117
H 4.423 1.146 0.677
H 4.997 -1.128 -1.173
H 3.639 -0.911 -3.894
H 4.886 0.171 -3.254
H 5.288 -1.499 -3.650
H 3.083 -3.139 -1.130
H 3.440 -3.118 -2.836
H 4.739 -3.422 -1.674
Br -3.607 -3.498 -3.678
C -4.026 -2.990 -1.907
C -5.222 -3.441 -1.327
C -5.576 -3.066 -0.062
Br -7.218 -3.695 0.659
C -4.738 -2.222 0.706
C -4.994 -1.750 2.019
C -4.098 -0.929 2.637
C -2.915 -0.563 1.967
N -2.652 -0.998 0.757
C -3.536 -1.812 0.111
C -3.149 -2.161 -1.227
O -2.054 -1.654 -1.698
H -5.870 -4.088 -1.902
H -5.899 -2.061 2.523
H -4.233 -0.585 3.652
H -2.173 0.054 2.457
Cl -1.348 -0.949 4.771
C -0.456 -2.535 1.032
C -0.559 -3.407 2.124
C -0.204 -4.718 1.876
C 0.215 -5.138 0.597
C 0.287 -4.231 -0.438
Cl 0.750 -4.803 -2.038
C -0.060 -2.910 -0.198
S 1.129 -0.812 -2.272
H -0.878 -3.064 3.104
H -0.254 -5.454 2.671
H 0.459 -6.178 0.421
```

Calculated values
* Kohn-Sham gap: 7.243 eV
* maximum force: 0.9 eV Å⁻¹
* lowest unoccupied orbital energy: 2.25 eV
* HOMO level: -4.99 eV
* total charge: -1

Here are the Mulliken charges for atoms 1 to 5, given in e: -1.518 -1.677 1.820 -1.759 1.665

No. 2
The following is a DFT calculation (ωB97M-V with the def2-TZVPD basis set) of C4H5NO as an isolated structure.

XYZ file:
```
11
Properties=species:S:1:pos:R:3
O -1.282 1.212 -0.486
C -0.767 0.081 0.098
C 0.144 -0.731 -0.846
C 0.290 0.235 1.173
C 1.458 -0.397 0.987
N 1.766 -1.129 0.073
H -0.619 1.909 -0.568
H -1.595 -0.512 0.502
H -0.380 -1.544 -1.356
H 0.678 -0.081 -1.553
H 0.307 0.958 1.975
```

Calculated values
* Kohn-Sham gap (alpha / beta): 8.538 / 6.989 eV
* maximum force: 4.1 eV Å⁻¹
* relative energy (zero: lowest compared OMol25 entry of this formula, charge and spin): 5.570 eV
* lowest unoccupied orbital energy (alpha / beta): -0.55 / -1.19 eV
* HOMO level (alpha / beta): -9.09 / -8.17 eV
* total charge: 0

Here are the natural (NBO) charges for atoms 1 to 5, given in e: -0.683 -0.006 -0.261 -0.227 0.175

No. 3
The following is a DFT calculation (ωB97M-V with the def2-TZVPD basis set) of C8H17Cl14NO2 as an isolated structure.

XYZ file:
```
42
Properties=species:S:1:pos:R:3
C -0.050 0.250 0.370
N -0.741 -0.445 -0.668
O -0.600 -1.700 -0.668
O -1.338 0.146 -1.498
H 0.927 -0.214 0.239
H -0.616 0.123 1.292
H 0.067 1.315 0.166
C -1.215 -3.079 0.846
Cl -0.026 -4.411 0.408
Cl -2.235 -3.624 2.177
H -0.558 -2.283 1.197
H -1.756 -2.827 -0.065
C -1.950 1.112 2.957
Cl -2.511 1.810 1.396
Cl -1.623 -0.638 2.913
H -1.048 1.645 3.258
H -2.678 1.333 3.738
C 1.808 1.156 -2.686
Cl 2.025 2.869 -2.134
Cl 1.738 -0.007 -1.365
H 0.861 1.141 -3.226
H 2.655 0.922 -3.330
C 2.486 3.284 1.024
Cl 0.887 2.585 0.628
Cl 2.382 4.888 1.746
H 3.014 2.594 1.683
H 3.008 3.359 0.071
C -3.329 0.982 -1.324
Cl -4.176 -0.469 -1.884
Cl -4.443 2.407 -1.302
H -2.908 0.721 -0.353
H -2.486 1.200 -1.979
C 2.700 -1.040 1.842
Cl 2.663 -1.390 3.625
Cl 1.182 -1.619 1.116
H 2.711 0.021 1.596
H 3.544 -1.608 1.450
C 0.303 -2.173 -2.518
Cl 1.480 -3.001 -3.455
Cl -0.493 -0.892 -3.488
H -0.454 -2.823 -2.079
H 0.794 -1.619 -1.717
```

Calculated values
* Kohn-Sham gap: 9.228 eV
* maximum force: 7.7 eV Å⁻¹
* relative energy (zero: lowest compared OMol25 entry of this formula, charge and spin): 11.505 eV
* lowest unoccupied orbital energy: -0.46 eV
* HOMO level: -9.69 eV
* total charge: 0

Here are the natural (NBO) charges for atoms 1 to 5, given in e: -0.560 0.537 -0.491 -0.365 0.224

No. 4
The following is a DFT calculation (ωB97M-V with the def2-TZVPD basis set) of a single C4H7NO molecule.

XYZ file:
```
13
Properties=species:S:1:pos:R:3
O 2.471 2.078 0.256
C 1.662 1.202 -0.051
C 0.705 0.578 0.761
N 0.032 -0.578 0.191
C -0.885 -0.381 -0.955
C -1.427 -0.717 0.373
H 1.615 0.839 -1.121
H 0.678 0.612 1.843
H 0.523 -1.475 0.163
H -0.858 -1.153 -1.717
H -0.899 0.649 -1.291
H -1.833 0.073 0.993
H -1.783 -1.727 0.554
```

Calculated values
* Kohn-Sham gap: 7.591 eV
* maximum force: 0.2 eV Å⁻¹
* structure (SMILES): [O-]/C=C/[NH+]1CC1
* relative energy (zero: lowest compared OMol25 entry of this formula, charge and spin): 3.949 eV
* lowest unoccupied orbital energy: 0.31 eV
* HOMO level: -7.28 eV
* total charge: 0

Here are the natural (NBO) charges for atoms 1 to 5, given in e: -0.657 0.309 -0.462 -0.333 -0.228

No. 5
The following is a DFT calculation (ωB97M-V with the def2-TZVPD basis set) of a 2-piece molecular cluster, C5H12N2 overall.

XYZ file:
```
19
Properties=species:S:1:pos:R:3
C 2.091 -0.878 0.194
C -1.587 -0.911 1.041
C -1.627 -0.233 -0.176
C -1.722 -0.844 -1.404
C -0.111 1.769 0.104
N -1.400 1.182 -0.205
N 2.545 0.416 0.574
H 1.007 -0.885 0.467
H 2.553 -1.744 0.686
H -1.599 -1.995 1.134
H -1.544 -0.271 1.919
H -1.699 -1.908 -1.410
H -1.506 -0.319 -2.324
H 0.011 2.004 1.156
H 0.072 2.682 -0.458
H 0.629 1.013 -0.164
H -1.786 1.520 -1.071
H 2.146 -1.026 -0.901
H 3.529 0.428 0.837
```

Calculated values
* Kohn-Sham gap: 3.521 eV
* maximum force: 2.2 eV Å⁻¹
* relative energy (zero: lowest compared OMol25 entry of this formula, charge and spin): 7.443 eV
* lowest unoccupied orbital energy: -2.80 eV
* HOMO level: -6.32 eV
* total charge: 0

Here are the natural (NBO) charges for atoms 1 to 5, given in e: -0.475 -0.278 0.067 -0.337 -0.414

No. 6
The following is a DFT calculation (ωB97M-V with the def2-TZVPD basis set) of a 6-piece molecular cluster, C33H53BClINO14 overall.

XYZ file:
```
104
Properties=species:S:1:pos:R:3
C -4.050 3.919 1.171
C -3.615 2.552 0.630
C -2.122 2.494 0.341
Cl -1.208 2.118 1.863
B -1.643 1.428 -0.840
C -1.864 -0.146 -0.445
C -2.766 -0.964 -1.383
C -2.233 -2.338 -1.840
C -1.493 -3.180 -0.804
N -0.011 -2.957 -0.905
C 0.687 -3.184 0.309
C 1.121 -1.991 1.096
O 0.949 -4.318 0.711
O -2.080 1.856 -2.211
C -0.984 2.180 -2.964
I -0.354 0.351 -4.023
C 0.028 2.616 -1.897
C 1.526 2.802 -2.230
C 1.900 2.668 -3.673
O 1.555 3.471 -4.518
O -0.134 1.652 -0.939
H -3.469 4.128 2.067
H -3.776 4.677 0.439
H -5.114 3.970 1.384
H -4.171 2.308 -0.275
H -3.868 1.797 1.375
H -1.793 3.493 0.058
H -2.314 -0.182 0.551
H -0.877 -0.574 -0.356
H -2.993 -0.403 -2.289
H -3.723 -1.141 -0.889
H -3.098 -2.929 -2.158
H -1.596 -2.249 -2.717
H -1.665 -4.242 -0.969
H -1.765 -2.914 0.213
H 0.386 -3.550 -1.618
H 0.302 -1.335 1.379
H 1.823 -1.385 0.526
H 1.615 -2.312 2.003
H -1.217 2.919 -3.723
H -0.330 3.623 -1.631
H 1.795 3.797 -1.891
H 2.068 2.113 -1.587
H 2.527 1.800 -3.935
O 0.345 5.819 0.046
C 1.301 6.399 -0.360
O 2.559 5.871 -0.352
C 3.504 6.847 -0.814
C 2.695 7.840 -1.640
C 1.342 7.805 -0.932
H 3.969 7.316 0.057
H 4.271 6.338 -1.393
H 3.152 8.827 -1.688
H 2.586 7.467 -2.659
H 1.290 8.513 -0.104
H 0.505 7.963 -1.604
O -2.763 1.746 8.591
C -2.056 1.755 7.623
O -1.904 0.682 6.826
C -0.917 0.950 5.801
C -0.872 2.464 5.683
C -1.199 2.898 7.112
H 0.034 0.531 6.128
H -1.220 0.460 4.880
H 0.079 2.833 5.307
H -1.654 2.801 5.002
H -0.307 2.961 7.738
H -1.748 3.834 7.164
O 0.670 -2.798 -5.234
C 1.395 -2.624 -6.161
O 1.756 -3.625 -7.013
C 2.711 -3.139 -7.968
C 2.510 -1.629 -8.010
C 2.070 -1.331 -6.577
H 3.712 -3.413 -7.625
H 2.522 -3.624 -8.924
H 3.400 -1.088 -8.327
H 1.702 -1.383 -8.701
H 2.916 -1.159 -5.911
H 1.376 -0.500 -6.497
O -6.036 -6.398 0.588
C -4.921 -6.804 0.454
O -3.830 -6.062 0.739
C -2.628 -6.776 0.394
C -3.032 -8.246 0.389
C -4.491 -8.170 -0.054
H -2.293 -6.435 -0.586
H -1.858 -6.544 1.124
H -2.400 -8.858 -0.252
H -2.975 -8.648 1.402
H -4.594 -8.177 -1.140
H -5.114 -8.948 0.377
O 1.895 -0.680 4.857
C 3.047 -0.916 4.686
O 4.028 -0.023 4.985
C 5.306 -0.541 4.592
C 5.126 -2.053 4.540
C 3.662 -2.178 4.121
H 5.565 -0.120 3.617
H 6.048 -0.223 5.321
H 5.826 -2.545 3.868
H 5.263 -2.476 5.536
H 3.544 -2.170 3.037
H 3.176 -3.056 4.535
```

Calculated values
* Kohn-Sham gap: 7.080 eV
* maximum force: 1.7 eV Å⁻¹
* lowest unoccupied orbital energy: 2.18 eV
* HOMO level: -4.90 eV
* total charge: -1

Here are the Mulliken charges for atoms 1 to 5, given in e: -1.363 -0.414 0.145 -0.153 0.734

No. 7
The following is a DFT calculation (ωB97M-V with the def2-TZVPD basis set) of a 4-piece molecular cluster, C40H64Cl2F3NO6P2 overall.

XYZ file:
```
118
Properties=species:S:1:pos:R:3
C -7.049 -2.849 7.452
C -6.890 -2.840 5.811
C -7.903 -1.644 5.223
N -7.780 -1.422 3.735
C -7.089 -0.131 3.370
C -7.412 1.358 4.024
C -6.558 2.668 3.522
O -6.871 3.977 4.117
C -5.361 2.626 2.356
C -5.058 1.172 1.696
C -5.935 -0.161 2.210
C -5.451 -1.556 1.411
O -6.343 -2.180 0.682
C -3.832 -1.778 1.556
C -2.941 -0.438 1.077
C -1.313 -0.356 1.168
P -0.246 1.124 0.640
O -1.079 2.433 -0.093
Cl 0.945 0.303 -0.981
C -0.564 -1.707 1.821
C 1.064 -1.692 2.032
O 1.502 -1.773 3.448
C 1.022 -0.644 4.246
F 1.047 0.677 3.586
F 1.972 -0.535 5.416
F -0.330 -0.848 4.859
C -1.433 -3.055 2.305
C -0.606 -4.338 2.988
C -1.104 -4.588 4.528
C 0.068 -5.532 5.259
C -3.101 -3.147 2.185
P -4.172 -4.612 2.771
O -5.634 -4.828 1.817
Cl -3.207 -6.520 2.416
C -3.879 0.847 0.545
O -3.811 1.411 -0.648
H -6.181 -3.557 7.858
H -8.109 -3.203 7.803
H -6.873 -1.722 7.798
H -7.328 -3.851 5.357
H -5.775 -2.686 5.487
H -9.000 -2.083 5.397
H -7.859 -0.666 5.878
H -8.736 -1.443 3.275
H -8.275 1.432 4.847
H -6.261 4.057 4.927
H -4.751 3.559 2.004
H -1.359 2.211 -1.033
H 1.459 -2.708 1.540
H 1.635 -0.804 1.553
H 0.553 -4.167 3.061
H -0.733 -5.240 2.255
H -1.112 -3.547 5.104
H -2.094 -5.190 4.656
H 0.609 -6.078 4.354
H -0.462 -6.268 6.002
H 0.773 -4.788 5.842
H -5.368 -5.052 0.860
C 1.898 -3.186 -7.675
C 1.473 -1.726 -7.665
C 2.366 -0.842 -6.791
C 2.376 -1.191 -5.299
C 1.008 -1.170 -4.612
C 0.353 0.202 -4.626
H 1.833 -3.633 -6.679
H 1.249 -3.763 -8.341
H 2.927 -3.289 -8.034
H 0.428 -1.650 -7.347
H 1.508 -1.346 -8.694
H 2.058 0.203 -6.919
H 3.396 -0.899 -7.166
H 3.042 -0.488 -4.784
H 2.822 -2.183 -5.160
H 1.138 -1.484 -3.569
H 0.336 -1.902 -5.071
H 0.988 0.942 -4.128
H -0.603 0.167 -4.093
H 0.152 0.546 -5.643
C 8.086 2.917 4.886
C 6.920 2.932 3.910
C 5.565 2.695 4.582
C 5.402 1.332 5.266
C 5.611 0.116 4.362
C 4.606 0.036 3.224
H 8.191 1.944 5.374
H 9.022 3.126 4.358
H 7.956 3.680 5.660
H 7.091 2.193 3.120
H 6.894 3.910 3.414
H 4.775 2.823 3.834
H 5.399 3.479 5.332
H 4.396 1.282 5.701
H 6.097 1.264 6.112
H 5.520 -0.791 4.973
H 6.628 0.109 3.955
H 3.583 -0.008 3.612
H 4.780 -0.869 2.632
H 4.686 0.893 2.551
C 1.468 4.655 -10.119
C 1.059 4.624 -8.655
C 2.019 5.392 -7.743
C 3.453 4.852 -7.695
C 3.588 3.389 -7.265
C 3.091 3.133 -5.851
H 2.437 4.175 -10.279
H 0.730 4.121 -10.728
H 1.527 5.685 -10.485
H 0.962 3.585 -8.322
H 0.061 5.069 -8.563
H 1.602 5.409 -6.730
H 2.056 6.440 -8.069
H 4.035 5.479 -7.008
H 3.920 4.972 -8.680
H 4.646 3.107 -7.320
H 3.060 2.733 -7.965
H 3.640 3.746 -5.129
H 3.243 2.081 -5.585
H 2.025 3.349 -5.750
```

Calculated values
* Kohn-Sham gap: 7.022 eV
* maximum force: 8.1 eV Å⁻¹
* structure (SMILES): CCCNc1cc(O)cc2c1C(=O)c1c(c(P(O)Cl)c(COC(F)(F)F)c(CCC)c1P(O)Cl)C2=O.CCCCCC.CCCCCC.CCCCCC
* lowest unoccupied orbital energy: -1.76 eV
* HOMO level: -8.78 eV
* total charge: 0

Here are the Mulliken charges for atoms 1 to 5, given in e: -0.965 -0.118 -0.500 -0.064 0.096

No. 8
The following is a DFT calculation (ωB97M-V with the def2-TZVPD basis set) of a single C4H6Cl2O molecule.

XYZ file:
```
13
Properties=species:S:1:pos:R:3
C -0.107 -0.015 -0.871
C 0.471 -0.192 0.519
C -2.252 0.020 -0.017
C 1.961 0.047 0.660
O -1.406 -0.592 -0.914
Cl -2.530 1.731 -0.270
Cl -3.687 -0.703 0.467
H -0.196 1.032 -1.023
H 0.561 -0.501 -1.676
H 0.170 -0.899 1.291
H 2.302 0.329 1.629
H 2.160 0.608 -0.268
H 2.554 -0.865 0.473
```

Calculated values
* Kohn-Sham gap (alpha / beta): 8.565 / 10.659 eV
* 2S+1: 3
* maximum force: 2.8 eV Å⁻¹
* relative energy (zero: lowest compared OMol25 entry of this formula, charge and spin): 0.000 eV
* lowest unoccupied orbital energy (alpha / beta): 0.86 / -0.40 eV
* HOMO level (alpha / beta): -7.71 / -11.06 eV
* total charge: 0

Here are the natural (NBO) charges for atoms 1 to 5, given in e: -0.145 -0.111 0.153 -0.687 -0.505

The calculation returns the following calculated total energy values, one per record and in order: -9774.3211 -285.2099 -6962.4058 -286.4865 -306.9558 -3180.2806 -3970.6744 -1151.4747 Eh.